Here is 2 unconnected molecules or ions with the total composition C36H55BrNO9 from the OMol25 dataset. Energies are from the ωB97M-V functional and the def2-TZVPD basis.

```
102
Properties=species:S:1:pos:R:3:lowdin_charge:R:1
C 9.218 3.662 -2.608 0.01
C 8.470 3.738 -1.516 -0.11
C 7.533 3.479 -0.210 -0.18
C 7.672 1.908 0.246 -0.15
C 6.203 1.206 0.439 -0.17
N 5.915 0.144 -0.577 -0.12
C 6.007 -1.207 0.038 -0.19
C 7.478 -1.468 0.731 -0.17
C 8.685 -1.513 -0.348 -0.18
C 10.164 -1.441 0.294 -0.19
O 10.223 -0.222 1.116 -0.09
C 10.451 -0.603 2.482 -0.23
O 10.174 0.262 3.387 -0.01
C 4.672 0.388 -1.353 -0.34
C 4.328 -0.748 -2.476 -0.09
C 3.362 -1.939 -1.890 -0.21
O 1.957 -1.716 -2.209 -0.19
C 1.116 -2.599 -1.393 -0.15
C -0.306 -1.822 -1.136 -0.14
O -1.349 -2.729 -1.605 -0.14
C -2.637 -2.100 -1.641 -0.18
C -2.933 -0.593 -2.002 0.01
C -4.392 0.025 -2.068 -0.01
C -5.661 -0.879 -1.745 -0.12
C -7.150 -0.206 -1.878 -0.44
C -8.270 -1.349 -1.711 -0.10
C -7.235 0.269 -3.455 -0.09
C -7.345 1.127 -1.003 -0.13
C -8.208 1.003 0.347 -0.50
C -7.949 2.411 1.168 -0.10
C -9.834 0.988 0.101 -0.09
C -7.717 -0.166 1.371 -0.07
C -5.394 -2.380 -1.355 -0.02
C -3.916 -2.999 -1.289 0.01
C 4.763 1.786 -2.216 -0.08
C 5.872 1.760 -3.384 -0.64
O 5.747 2.646 -4.313 -0.08
Br 7.420 0.533 -3.544 0.68
C 3.321 0.541 -0.454 -0.47
O 3.236 0.201 0.801 -0.10
O 2.106 1.025 -1.037 -0.21
H 9.778 3.356 -3.574 0.05
H 7.913 4.188 0.635 0.11
H 6.448 3.792 -0.423 0.09
H 8.193 1.946 1.289 0.11
H 8.369 1.312 -0.445 0.08
H 5.426 2.078 0.438 0.13
H 6.186 0.815 1.540 0.13
H 5.249 -1.388 0.912 0.13
H 5.870 -2.096 -0.679 0.12
H 7.670 -0.789 1.639 0.10
H 7.397 -2.554 1.161 0.12
H 8.603 -2.552 -0.877 0.12
H 8.474 -0.727 -1.160 0.05
H 10.409 -2.405 0.875 0.12
H 10.910 -1.336 -0.579 0.13
H 10.913 -1.608 2.804 0.16
H 5.256 -1.287 -2.890 0.08
H 3.800 -0.225 -3.373 0.14
H 3.570 -2.175 -0.784 0.11
H 3.671 -2.901 -2.485 0.12
H 0.981 -3.635 -1.878 0.13
H 1.556 -2.758 -0.321 0.13
H -0.453 -1.551 -0.009 0.15
H -0.223 -0.832 -1.714 0.12
H -2.041 0.088 -2.273 0.09
H -4.465 1.130 -2.373 0.09
H -9.357 -1.001 -1.842 0.08
H -8.070 -2.141 -2.548 0.09
H -8.126 -1.940 -0.713 0.07
H -6.839 -0.609 -4.085 0.09
H -8.290 0.629 -3.737 0.08
H -6.502 1.165 -3.575 0.08
H -7.762 2.010 -1.647 0.12
H -6.277 1.479 -0.681 0.13
H -8.762 2.475 1.991 0.07
H -6.879 2.485 1.580 0.09
H -8.209 3.254 0.403 0.09
H -10.231 -0.088 -0.082 0.07
H -10.031 1.592 -0.881 0.09
H -10.417 1.523 0.935 0.07
H -8.479 -1.042 1.229 0.07
H -6.619 -0.488 1.226 0.07
H -7.937 0.244 2.443 0.09
H -6.248 -3.109 -1.118 0.08
H -3.713 -4.106 -1.031 0.09
H 3.739 1.964 -2.748 0.14
H 4.939 2.711 -1.559 0.11
O -5.020 -0.584 2.307 0.07
C -4.893 -0.344 3.488 -0.50
O -5.571 0.679 4.048 -0.01
C -5.637 0.934 5.460 -0.23
C -4.440 1.740 5.923 -0.07
C -3.917 -1.118 4.329 0.01
H -5.762 0.004 6.021 0.11
H -6.547 1.518 5.624 0.12
H -3.504 1.198 5.763 0.07
H -4.524 1.978 6.986 0.08
H -4.365 2.672 5.356 0.09
H -2.919 -0.695 4.197 0.10
H -3.917 -2.155 3.990 0.09
H -4.168 -1.142 5.387 0.07
```

Computed properties:
- E_tot: -4710.12663 Eh
- Gap between HOMO and LUMO: 6.6 eV
- Net charge: -1

---

Here is a molecular structure, C36H55Cl2CuIN3OP from the OMol25 dataset. Energies are from the ωB97M-V functional and the def2-TZVPD basis.

```
100
Properties=species:S:1:pos:R:3:lowdin_charge:R:1
Cu -0.532 0.791 -1.553 0.41
C 1.027 -2.741 -4.689 -0.06
C 1.431 -1.277 -4.508 -0.37
C 2.801 -1.032 -5.157 -0.05
C 1.495 -0.853 -3.059 -0.18
C 1.303 0.499 -2.714 -0.05
C 1.518 0.977 -1.410 -0.24
C 2.162 2.367 -1.319 -0.35
C 1.672 3.401 -2.346 -0.06
C 3.666 2.167 -1.609 -0.04
C 1.614 -0.006 -0.343 -0.08
C 1.922 -1.319 -0.708 -0.12
C 1.880 -1.706 -2.059 0.00
C 2.108 -2.450 0.303 -0.36
C 0.879 -3.227 0.031 -0.32
C 3.418 -3.219 0.072 -0.05
C 1.569 0.496 1.106 -0.11
C 2.734 1.184 1.464 -0.03
C 2.929 1.875 2.647 -0.03
C 1.925 1.892 3.585 -0.05
C 0.785 1.161 3.316 -0.14
C 0.561 0.448 2.128 -0.21
P -1.070 -0.369 2.435 0.89
C -0.864 -1.697 3.750 -0.64
C 0.054 -2.799 3.217 -0.08
C -2.254 -2.302 3.993 -0.08
C -0.257 -1.169 5.054 -0.07
C -2.420 0.899 2.867 -0.62
C -2.524 1.294 4.343 -0.07
C -3.769 0.328 2.399 -0.10
C -2.109 2.133 2.013 -0.09
H 0.850 -2.947 -5.745 0.09
H 0.115 -2.984 -4.141 0.06
H 1.818 -3.415 -4.358 0.09
H 0.692 -0.646 -5.011 0.14
H 3.572 -1.593 -4.626 0.09
H 3.070 0.025 -5.135 0.08
H 2.793 -1.360 -6.197 0.08
H 1.255 1.225 -3.521 0.13
H 2.041 2.775 -0.319 0.11
H 2.161 3.246 -3.308 0.08
H 1.937 4.404 -2.009 0.09
H 0.599 3.373 -2.514 0.06
H 3.795 1.860 -2.648 0.09
H 4.133 1.398 -0.998 0.07
H 4.204 3.104 -1.458 0.09
H 2.110 -2.739 -2.291 0.13
H 2.109 -1.984 1.296 0.10
H -1.471 -3.526 -1.673 0.01
H -0.006 -2.674 -1.642 -0.01
H 0.143 -4.435 -1.668 0.03
H 3.317 -3.903 -0.768 0.08
H 3.652 -3.813 0.956 0.08
H 4.253 -2.539 -0.120 0.08
H 3.550 1.164 0.765 0.10
H 3.863 2.394 2.819 0.12
H 2.025 2.433 4.516 0.12
H 0.019 1.138 4.074 0.06
H -0.250 -3.173 2.238 0.03
H 0.009 -3.638 3.915 0.10
H 1.091 -2.464 3.172 0.08
H -2.689 -2.684 3.068 0.08
H -2.948 -1.604 4.458 0.07
H -2.140 -3.150 4.669 0.10
H 0.757 -0.807 4.902 0.08
H -0.203 -2.011 5.747 0.10
H -0.847 -0.387 5.531 0.07
H -2.830 0.463 4.975 0.08
H -3.294 2.065 4.423 0.10
H -1.607 1.722 4.740 0.07
H -3.984 -0.660 2.800 0.07
H -3.824 0.281 1.314 0.06
H -4.551 1.005 2.749 0.10
H -1.223 2.658 2.370 0.07
H -2.955 2.823 2.056 0.11
H -1.962 1.845 0.970 0.06
N -2.414 -1.825 -3.124 0.20
C -2.981 -0.704 -2.664 -0.61
N -4.299 -0.513 -2.916 0.19
O -2.366 0.174 -2.029 -0.06
H -2.977 -2.518 -3.586 0.12
H -1.530 -2.152 -2.756 0.04
H -4.855 -1.150 -3.457 0.11
H -4.708 0.355 -2.625 0.11
I 0.241 5.879 1.610 0.93
C -0.738 4.855 0.087 -0.70
C -1.518 5.509 -0.854 -0.10
C -2.148 4.748 -1.827 -0.03
C -1.959 3.377 -1.834 -0.11
N -1.183 2.755 -0.942 0.02
C -0.593 3.482 0.006 -0.26
H -1.630 6.585 -0.834 0.11
H -2.773 5.216 -2.574 0.12
H -2.429 2.742 -2.575 0.11
H 0.024 2.946 0.717 0.08
Cl -0.415 -3.605 -0.719 0.22
C -1.092 -4.739 0.089 -0.26
Cl -1.737 -1.328 0.805 0.67
H -1.677 -5.505 0.550 -0.02
H -1.046 -2.593 -0.174 -0.21
```

Computed properties:
- E_tot: -4843.18637 Eh
- Gap between HOMO and LUMO: 5.2 eV
- Net charge: +1

---

Here is a molecular structure, C36H55FO3PSV from the OMol25 dataset. Energies are from the ωB97M-V functional and the def2-TZVPD basis.

```
98
Properties=species:S:1:pos:R:3:lowdin_charge:R:1
V -1.071 1.949 0.952 0.70
C -4.901 -4.378 -3.428 -0.05
C -4.515 -3.094 -2.747 -0.27
C -4.048 -3.086 -1.437 -0.03
C -3.673 -1.900 -0.818 -0.07
C -3.768 -0.715 -1.523 -0.40
C -4.222 -0.695 -2.834 -0.08
C -4.606 -1.881 -3.432 -0.04
S -3.156 0.787 -0.782 0.96
C -4.716 1.500 -0.255 -0.20
O -2.515 0.365 0.514 -0.59
H -4.850 -5.220 -2.740 0.08
H -4.236 -4.586 -4.268 0.08
H -5.917 -4.320 -3.821 0.08
H -3.972 -4.019 -0.892 0.12
H -3.289 -1.888 0.194 0.11
H -4.265 0.237 -3.387 0.12
H -4.965 -1.873 -4.455 0.12
H -5.193 0.800 0.429 0.07
H -5.338 1.688 -1.130 0.06
H -4.474 2.428 0.260 0.05
O -0.152 0.912 -0.773 -0.41
P 0.870 -0.205 -0.781 0.85
C -0.055 -1.675 -1.388 -0.31
C 0.436 -3.122 -1.241 -0.17
C 1.357 -3.605 -2.355 -0.19
C 0.751 -3.348 -3.731 -0.19
C 0.362 -1.883 -3.901 -0.19
C -0.601 -1.436 -2.805 -0.18
C 1.470 -0.496 0.914 -0.32
C 2.652 -1.462 1.123 -0.19
C 2.797 -1.749 2.615 -0.18
C 1.619 -2.588 3.126 -0.18
C 0.327 -2.270 2.360 -0.18
C 0.295 -0.824 1.874 -0.18
C 2.245 0.402 -1.820 -0.32
C 3.436 -0.508 -2.161 -0.19
C 4.594 0.341 -2.681 -0.19
C 5.166 1.247 -1.582 -0.19
C 4.088 1.662 -0.573 -0.19
C 2.714 1.761 -1.226 -0.18
H -0.905 -1.564 -0.698 0.09
H -0.465 -3.748 -1.254 0.12
H 0.897 -3.290 -0.269 0.07
H 1.548 -4.673 -2.221 0.11
H 2.327 -3.112 -2.277 0.09
H -0.146 -3.967 -3.847 0.11
H 1.446 -3.655 -4.516 0.11
H -0.103 -1.726 -4.878 0.11
H 1.262 -1.262 -3.889 0.09
H -1.526 -2.017 -2.903 0.11
H -0.877 -0.386 -2.929 0.11
H 1.810 0.515 1.170 0.10
H 3.571 -1.018 0.742 0.09
H 2.520 -2.402 0.584 0.10
H 2.836 -0.793 3.145 0.12
H 3.741 -2.256 2.820 0.11
H 1.478 -2.410 4.194 0.11
H 1.853 -3.650 3.017 0.11
H -0.544 -2.457 2.991 0.11
H 0.225 -2.943 1.503 0.09
H 0.343 -0.144 2.728 0.12
H -0.669 -0.637 1.398 0.07
H 1.717 0.627 -2.754 0.12
H 3.145 -1.228 -2.924 0.09
H 3.767 -1.087 -1.295 0.10
H 4.224 0.949 -3.512 0.12
H 5.378 -0.297 -3.093 0.11
H 5.608 2.135 -2.041 0.11
H 5.978 0.734 -1.061 0.11
H 4.344 2.616 -0.110 0.11
H 4.045 0.941 0.247 0.09
H 2.755 2.497 -2.033 0.13
H 1.980 2.141 -0.513 0.06
C 0.433 4.452 -0.182 -0.10
O -0.210 3.904 0.958 -0.31
C 0.489 2.784 1.615 -0.34
C 1.577 3.236 2.521 -0.10
H -0.199 5.256 -0.562 0.09
H 0.566 3.696 -0.961 0.07
H 1.409 4.867 0.086 0.09
H 1.184 3.912 3.292 0.07
H 2.390 3.764 2.000 0.06
H 2.023 2.376 3.027 0.06
F 0.253 4.116 7.144 0.02
C -0.435 3.764 6.021 -0.31
C -0.801 4.737 5.117 -0.04
C -1.509 4.368 3.981 -0.06
C -1.855 3.036 3.718 -0.33
C -2.528 2.627 2.470 -0.21
C -1.456 2.088 4.673 -0.06
C -0.757 2.437 5.817 -0.03
H -0.537 5.770 5.306 0.11
H -1.785 5.130 3.261 0.11
H -3.123 3.460 2.071 0.04
H -3.214 1.794 2.667 0.04
H -1.701 1.044 4.502 0.10
H -0.458 1.695 6.547 0.11
```

Computed properties:
- E_tot: -3413.80861 Eh
- Gap between HOMO and LUMO (spin up / spin down): 6.0 / 5.9 eV
- Multiplicity: 3

---

Here is 5 unconnected molecules or ions with the total composition C36H56BBr2F8IO20 from the OMol25 dataset. Energies are from the ωB97M-V functional and the def2-TZVPD basis.

```
124
Properties=species:S:1:pos:R:3:lowdin_charge:R:1
C 6.686 3.309 1.443 0.04
C 5.189 3.197 1.203 -0.56
O 4.419 3.614 2.002 0.12
O 4.868 2.566 0.072 0.02
C 3.540 2.824 -0.385 -0.12
C 2.472 1.952 0.327 -0.05
C 2.188 0.568 -0.317 -0.28
C 2.098 -0.400 0.898 0.01
B 3.523 -0.963 1.360 -0.62
O 3.781 -2.315 1.405 0.16
O 4.546 -0.110 1.785 0.14
O 3.475 0.205 -0.893 0.03
C 3.528 0.219 -2.250 -0.48
O 4.498 0.207 -2.881 0.19
C 2.026 0.171 -2.715 -0.23
C 2.028 1.433 -3.659 -0.12
C 0.835 1.529 -4.605 -0.29
O 0.226 2.537 -4.718 0.08
C 1.889 -1.156 -3.533 -0.56
Br 2.743 -1.059 -5.344 0.81
C 2.319 -2.539 -2.990 -0.69
C 2.865 -2.761 -1.596 -0.14
Br 0.759 -3.780 -3.176 0.74
C 1.111 0.436 -1.473 -0.21
C 0.038 -0.666 -1.272 -0.12
C -1.116 -0.724 -2.306 -0.29
C -2.532 -0.816 -1.662 -0.59
I -3.671 -2.360 -2.695 0.77
C 0.288 1.761 -1.504 -0.08
C -0.617 1.996 -0.281 -0.17
O -2.004 2.111 -0.638 -0.11
C -2.762 1.760 0.503 -0.11
C -4.257 1.983 0.307 -0.43
F -4.696 1.636 -0.893 0.17
F -4.869 1.145 1.178 0.12
C -4.750 3.401 0.701 -0.36
F -6.084 3.353 0.720 0.16
F -4.372 3.604 1.968 0.14
C -4.261 4.561 -0.211 -0.39
F -5.335 5.318 -0.487 0.15
F -3.786 4.149 -1.374 0.18
C -3.224 5.507 0.445 -0.30
F -2.722 6.258 -0.539 0.12
F -2.196 4.839 0.980 0.11
H 7.120 2.348 1.138 0.09
H 6.851 3.388 2.514 0.08
H 7.143 4.109 0.862 0.09
H 3.502 2.760 -1.473 0.12
H 3.300 3.864 -0.138 0.13
H 2.877 1.835 1.330 0.11
H 1.615 2.617 0.460 0.11
H 1.712 0.125 1.784 0.12
H 1.452 -1.275 0.764 0.10
H 4.655 -2.518 1.046 0.12
H 4.684 -0.194 2.739 0.12
H 2.170 2.350 -3.092 0.11
H 2.913 1.420 -4.306 0.10
H 0.526 0.625 -5.167 0.10
H 0.843 -1.219 -3.827 0.03
H 3.034 -3.007 -3.658 0.05
H 3.132 -3.820 -1.520 0.09
H 2.207 -2.563 -0.754 0.06
H 3.802 -2.232 -1.402 0.09
H 0.549 -1.633 -1.324 0.07
H -0.392 -0.683 -0.267 0.11
H -1.020 -1.674 -2.838 -0.02
H -1.102 0.033 -3.094 0.11
H -3.073 0.099 -1.877 0.02
H -2.493 -1.076 -0.608 0.04
H 0.926 2.645 -1.562 0.11
H -0.356 1.848 -2.379 0.11
H -0.362 2.979 0.147 0.12
H -0.459 1.294 0.546 0.12
H -2.614 0.712 0.795 0.14
H -2.389 2.357 1.347 0.14
H -3.709 6.171 1.164 0.18
C 1.477 -8.974 -4.208 -0.04
O 2.054 -8.794 -5.502 0.00
C 2.733 -7.653 -5.645 -0.62
O 2.883 -6.809 -4.799 0.11
O 3.215 -7.610 -6.889 0.00
C 3.967 -6.433 -7.186 -0.04
H 0.958 -9.929 -4.220 0.09
H 2.251 -9.002 -3.442 0.10
H 0.759 -8.184 -3.994 0.10
H 4.840 -6.361 -6.538 0.10
H 3.345 -5.544 -7.088 0.10
H 4.300 -6.518 -8.217 0.09
C 8.031 3.345 6.916 -0.04
O 8.825 2.165 6.786 0.01
C 8.621 1.488 5.655 -0.62
O 7.851 1.790 4.779 0.11
O 9.419 0.418 5.661 0.01
C 9.307 -0.406 4.501 -0.04
H 8.288 3.800 7.869 0.09
H 8.255 4.050 6.117 0.10
H 6.970 3.097 6.918 0.10
H 9.583 0.150 3.606 0.10
H 8.298 -0.804 4.406 0.09
H 10.001 -1.233 4.628 0.09
C -7.170 3.902 3.445 -0.04
O -8.062 2.957 4.040 0.01
C -7.673 2.518 5.238 -0.62
O -6.672 2.847 5.823 0.12
O -8.587 1.650 5.678 0.00
C -8.300 1.093 6.961 -0.04
H -7.590 4.181 2.483 0.09
H -7.088 4.795 4.064 0.10
H -6.196 3.458 3.287 0.07
H -8.260 1.874 7.719 0.10
H -7.364 0.536 6.938 0.10
H -9.110 0.410 7.202 0.09
C -7.351 -1.058 0.453 -0.03
O -7.190 -2.349 -0.137 -0.01
C -8.324 -3.038 -0.270 -0.62
O -9.422 -2.666 0.058 0.12
O -8.030 -4.215 -0.830 0.00
C -9.159 -5.064 -1.035 -0.04
H -6.366 -0.605 0.504 0.07
H -7.996 -0.431 -0.162 0.10
H -7.753 -1.143 1.463 0.10
H -9.876 -4.597 -1.709 0.10
H -9.633 -5.309 -0.085 0.10
H -8.791 -5.980 -1.492 0.09
```

Computed properties:
- E_tot: -9179.73216 Eh
- SMILES: CC(=O)OCC[C@]1(CB(O)O)OC(=O)[C@@](CC=O)([C@@H](Br)[C@@H](C)Br)[C@]1(CCCI)CCOCC(F)(F)C(F)(F)C(F)(F)C(F)F.COC(=O)OC.COC(=O)OC.COC(=O)OC.COC(=O)OC
- Gap between HOMO and LUMO: 9.4 eV